(1)
{"formula": "C3H11N2", "method": "wB97M-V/def2-TZVPD", "symbols": ["C", "N", "H", "H", "H", "H", "H", "H", "C", "C", "N", "H", "H", "H", "H", "H"], "coordinates": [[2.19804, 0.18319, -0.52784], [1.26372, -0.91372, -0.13459], [1.65622, 0.90266, -1.12577], [2.58852, 0.70584, 0.34463], [3.00293, -0.20620, -1.13313], [1.27988, -1.60413, -0.87943], [0.16103, -0.40978, 0.13074], [1.60290, -1.37285, 0.70765], [-2.17848, -0.56456, 0.01675], [-1.08055, 1.45064, 0.71574], [-0.99717, 0.25880, 0.32602], [-1.81516, -1.47916, -0.46470], [-2.82869, -0.07371, -0.69821], [-2.65434, -0.86832, 0.94664], [-0.17974, 1.98856, 0.99391], [-2.01912, 2.00273, 0.78160]], "forces_ev_per_a": [[-0.1, 0.2, 0.1], [0.4, 0.3, 0.3], [-0.2, 0.1, -0.2], [0.0, -0.2, 0.0], [0.3, -0.1, 0.0], [-0.4, -0.1, 0.1], [0.2, 0.1, -0.2], [0.1, -0.1, -0.1], [0.7, -0.3, -0.3], [-0.1, 0.5, 0.0], [-0.1, -0.7, 0.1], [-0.1, 0.1, 0.1], [-0.3, 0.2, 0.2], [-0.3, 0.2, -0.1], [0.1, 0.0, -0.1], [-0.1, -0.2, 0.1]], "lumo_energy_ev": -3.41, "total_charge": 1, "energy_ha": -230.144271, "homo_energy_ha": -0.55262, "de_lowest_ev": 1.037}

***

(2)
{"formula": "C9H14O", "method": "wB97M-V/def2-TZVPD", "symbols": ["C", "C", "C", "C", "C", "O", "C", "C", "H", "H", "H", "H", "H", "H", "H", "H", "C", "C", "H", "H", "H", "H", "H", "H"], "coordinates": [[-1.55946, -0.74349, 2.91107], [-0.61556, -0.17202, 1.89292], [-1.04566, 0.50192, 0.75756], [-0.12515, 1.01774, -0.14201], [1.23629, 0.84972, 0.00752], [2.09850, 1.36514, -0.91796], [1.66826, 0.16164, 1.13234], [0.75726, -0.30558, 2.06513], [-2.58326, -0.80617, 2.53135], [-1.68362, -0.13651, 3.79852], [-1.30354, -1.77100, 3.14256], [-2.09945, 0.66671, 0.55741], [-0.50925, 1.52066, -1.01714], [2.96008, 0.92141, -0.81299], [2.72642, 0.01846, 1.34593], [1.11420, -0.70961, 3.00014], [-1.46862, -1.60456, -2.87723], [-0.55714, -0.42386, -3.28957], [-0.99840, -2.52866, -3.21030], [-1.51610, -1.68091, -1.79746], [-2.44205, -1.55426, -3.34264], [0.32749, -0.43804, -2.63662], [-1.03977, 0.51456, -3.02388], [-0.33394, -0.48387, -4.35853]], "forces_ev_per_a": [[-0.9, -0.1, -0.5], [-0.1, 0.1, 0.0], [0.3, 0.1, 0.1], [-0.5, 0.2, -0.7], [0.0, -0.4, 0.5], [0.4, -0.4, -0.1], [0.4, 0.0, 0.4], [-0.1, 0.2, 0.0], [0.1, 0.1, -0.3], [0.5, 0.0, 0.4], [0.3, -0.1, 0.4], [0.0, -0.1, 0.1], [0.1, 0.2, -0.1], [-0.5, 0.4, 0.0], [-0.1, 0.1, -0.2], [0.2, -0.3, 0.0], [1.1, 0.1, -0.4], [-0.5, -0.5, 0.9], [0.0, -0.2, -0.1], [-0.4, 0.1, 0.2], [-0.4, 0.1, 0.1], [0.1, -0.1, -0.7], [-0.1, 0.2, -0.4], [0.2, 0.3, 0.3]], "lumo_energy_ev": 0.86, "total_charge": 0, "energy_ha": -426.563351, "homo_energy_ha": -0.31246, "de_lowest_ev": 0.257, "smiles": "Cc1ccc(O)cc1.CC"}

***

(3)
{"formula": "C7H13NO2S", "method": "wB97M-V/def2-TZVPD", "symbols": ["C", "C", "C", "C", "C", "C", "C", "N", "O", "O", "S", "H", "H", "H", "H", "H", "H", "H", "H", "H", "H", "H", "H", "H"], "coordinates": [[0.38156, 1.52498, -2.00715], [-0.22853, 0.96787, -0.96277], [1.68013, 0.91821, -2.38915], [0.27776, -1.42983, 1.71273], [-0.61588, 0.91594, 1.89062], [-1.89052, -0.88530, 0.52763], [-0.51752, -0.35483, 0.96955], [0.21208, -0.04730, -0.21697], [2.38318, 0.41456, -1.25280], [1.29978, -1.76570, -1.76468], [1.66138, -0.91798, -0.64264], [-0.14143, 2.29353, -2.56525], [-1.06038, 1.37387, -0.58983], [2.25437, 1.63493, -2.80516], [1.85261, 0.04624, -3.08111], [0.35190, -2.29258, 1.04909], [1.29964, -0.99277, 1.98858], [-0.23329, -1.76389, 2.59947], [0.23547, 1.44474, 2.02443], [-1.01399, 0.51373, 2.84386], [-1.31450, 1.58735, 1.45249], [-1.81604, -1.43530, -0.47307], [-2.39415, -1.54149, 1.29366], [-2.66363, -0.20896, 0.39846]], "forces_ev_per_a": [[-0.4, -1.3, -0.3], [2.2, 0.4, -1.9], [-0.4, -2.3, -0.6], [0.8, 0.7, 0.0], [-3.1, -3.3, -0.2], [0.1, -2.9, 0.1], [-0.1, 0.1, 1.4], [2.2, -1.5, -0.1], [0.2, -0.2, 1.2], [0.1, -0.3, 0.1], [-0.7, 1.4, -0.4], [0.5, 0.0, 0.0], [-3.3, 1.6, 1.1], [2.3, 2.5, -1.1], [-1.6, 0.8, -0.1], [0.4, -0.2, 0.2], [-1.4, -0.9, -0.3], [-0.2, 0.1, 0.4], [3.1, 1.2, 0.4], [0.2, 0.7, -0.3], [-0.9, 0.6, -0.1], [0.1, 0.5, 1.6], [0.9, 0.1, -0.6], [-1.1, 2.2, -0.5]], "lumo_energy_ev": 0.71, "total_charge": 0, "energy_ha": -877.852058, "homo_energy_ha": -0.30064, "de_lowest_ev": 2.952}